No. 1
49
Properties=species:S:1:pos:R:3:forces:R:3:mulliken_charge:R:1 method="wB97M-V/def2-TZVPD" smiles="O=S(=O)(F)N(Cl)CCC(F)=C(F)F.BrCCBr.BrCCBr.BrCCBr.BrCCBr" fmax_ev_per_a=1.38
O -1.521 -3.169 -2.491 -0.1 0.3 -0.3 -0.574
S -0.303 -2.470 -2.699 0.2 -0.4 0.4 1.157
O 0.934 -3.163 -2.636 -0.1 0.1 0.0 -0.513
F -0.374 -1.746 -4.066 0.0 -0.1 0.0 -0.195
N -0.147 -1.133 -1.716 -0.2 0.4 -0.3 -0.024
Cl -1.108 0.213 -2.237 -0.1 -0.2 0.2 -0.018
C -0.339 -1.472 -0.290 0.4 -0.3 0.6 -0.158
C 1.005 -1.877 0.371 -1.0 0.5 -0.2 -0.306
C 1.272 -1.293 1.716 -0.6 0.0 0.3 0.517
F 1.881 -0.073 1.717 1.3 -0.6 -0.1 -0.203
C 1.077 -1.894 2.906 0.2 0.5 -0.6 -0.119
F 2.000 -2.117 3.819 -0.3 1.1 0.7 -0.228
F -0.105 -2.341 3.288 0.3 -1.3 -0.3 -0.198
H -1.061 -2.283 -0.165 -0.1 0.1 -0.1 0.422
H -0.737 -0.605 0.229 0.0 0.2 -0.2 -0.082
H 1.809 -1.495 -0.265 0.1 -0.1 0.1 0.397
H 1.094 -2.961 0.414 0.0 0.0 0.0 0.088
Br -4.169 2.582 -2.270 0.1 0.0 0.0 -0.124
C -3.786 3.747 -3.779 -0.1 -0.1 0.0 -0.577
C -3.132 3.009 -4.918 0.2 0.1 -0.1 -0.573
Br -1.250 2.650 -4.572 -0.1 0.1 0.0 -0.142
H -3.171 4.557 -3.403 0.0 0.0 0.0 0.373
H -4.754 4.137 -4.087 0.0 0.0 0.0 0.351
H -3.144 3.621 -5.817 0.0 0.0 0.0 0.355
H -3.602 2.053 -5.121 0.0 0.0 0.0 0.361
Br -3.379 4.710 1.374 0.0 0.0 0.1 -0.155
C -1.621 3.999 0.934 -0.2 0.1 -0.1 -0.615
C -1.676 2.517 0.693 0.2 -0.2 0.1 -0.011
Br -1.828 1.530 2.367 0.0 0.0 0.0 -0.158
H -0.959 4.267 1.750 0.0 0.0 0.0 0.329
H -1.311 4.519 0.031 0.0 0.0 0.0 0.423
H -0.752 2.171 0.237 0.0 0.1 0.0 -0.010
H -2.519 2.225 0.078 0.0 0.0 0.0 0.157
Br 0.947 -5.115 2.589 -0.1 -0.2 0.0 -0.085
C 1.434 -6.905 2.007 0.1 0.1 0.1 -0.534
C 2.381 -6.862 0.838 -0.1 -0.1 -0.2 -0.641
Br 1.468 -6.377 -0.807 0.0 0.1 0.0 -0.124
H 0.506 -7.417 1.775 0.0 0.0 0.0 0.362
H 1.907 -7.375 2.866 0.0 0.0 0.0 0.332
H 2.811 -7.845 0.663 0.0 0.0 0.0 0.368
H 3.174 -6.135 0.977 0.0 0.0 0.0 0.370
Br 4.744 4.691 2.151 0.0 0.0 0.0 -0.153
C 2.860 4.571 2.611 0.2 0.0 0.1 -0.627
C 2.231 3.311 2.081 -0.2 0.0 -0.1 -0.550
Br 1.911 3.413 0.162 0.1 0.0 0.0 -0.146
H 2.386 5.466 2.222 0.0 0.0 0.0 0.382
H 2.822 4.579 3.698 0.0 0.0 0.0 0.414
H 1.252 3.155 2.531 0.0 0.0 0.0 0.219
H 2.845 2.432 2.244 0.0 0.0 0.0 0.466

No. 2
52
Properties=species:S:1:pos:R:3:forces:R:3:mulliken_charge:R:1 method="wB97M-V/def2-TZVPD" fmax_ev_per_a=7.35 total_charge=-2 de_lowest_kj_mol=832.3
Ca -2.958 -1.149 0.290 -1.1 0.9 -0.1 1.586
O -3.765 0.840 -2.595 1.2 -1.0 0.9 -0.853
H -2.994 0.720 -3.183 -0.4 0.1 0.3 0.139
O -1.844 -2.108 3.695 0.0 0.1 -0.5 -1.010
H -2.186 -2.195 4.606 -0.1 0.2 -0.9 0.143
N -7.591 1.502 1.962 -0.8 3.3 -2.1 0.974
O -8.128 1.930 2.979 -0.5 -0.6 2.6 -0.675
O -8.016 1.978 0.894 -0.6 -0.4 -1.3 -0.648
O -6.581 0.837 1.941 2.0 -2.2 0.9 -0.649
N -7.593 -2.947 -2.108 -0.8 6.0 -1.8 1.049
O -7.811 -1.778 -2.508 -1.8 0.8 -1.0 -0.672
O -8.417 -3.789 -2.179 -3.2 -4.1 -0.2 -0.696
O -6.511 -3.073 -1.665 6.0 -3.0 3.0 -0.676
C 3.268 -7.254 -3.362 0.1 0.3 0.3 -1.432
C 1.992 -6.778 -4.021 2.0 0.8 0.0 0.457
C 0.970 -7.824 -4.046 -1.3 0.0 0.9 -0.351
O -0.022 -7.290 -3.179 -2.1 1.0 0.7 -0.375
C 0.205 -5.922 -2.777 -0.2 -2.4 0.1 0.678
O -0.549 -5.231 -2.135 2.1 -1.6 -1.8 -0.487
O 1.489 -5.753 -3.158 -0.1 2.2 -0.2 -0.357
H 2.928 -7.668 -2.413 0.4 -0.2 0.1 0.386
H 3.935 -6.422 -3.137 0.0 0.0 -0.1 0.330
H 3.821 -7.998 -3.935 -0.2 -0.1 -0.1 0.365
H 2.164 -6.454 -5.047 0.1 0.9 0.2 0.248
H 1.372 -8.722 -3.576 -0.4 -0.3 -0.4 0.256
H 0.595 -7.952 -5.061 -0.3 -0.5 0.2 0.280
C -0.895 7.041 4.763 0.2 0.5 0.3 -1.357
C -0.934 7.070 3.243 -0.8 -0.7 1.4 0.433
C 0.297 6.627 2.494 -0.5 -0.4 -0.5 -0.453
O -0.053 5.301 2.029 3.6 1.0 -0.2 -0.290
C -1.266 5.000 2.315 -4.6 -3.5 -1.8 0.668
O -1.824 3.948 1.953 1.8 3.4 1.7 -0.572
O -1.894 6.049 2.891 -0.2 0.3 -0.1 -0.358
H -0.276 6.221 5.128 0.0 0.0 0.0 0.322
H -1.895 6.919 5.178 -0.1 -0.1 -0.3 0.345
H -0.538 7.979 5.188 0.3 0.0 -0.1 0.377
H -1.213 8.050 2.857 -0.6 -0.2 0.1 0.307
H 1.218 6.560 3.073 -0.1 0.2 -0.2 0.291
H 0.302 7.322 1.655 1.0 -0.5 -0.4 0.286
C 5.623 2.630 0.092 -0.3 -0.1 -2.3 -1.370
C 5.113 1.198 -0.277 1.0 1.7 0.6 0.382
C 4.809 0.338 0.919 -0.8 0.1 -0.9 -0.345
O 3.515 -0.172 0.489 1.4 -3.0 3.9 -0.314
C 3.009 0.425 -0.512 -4.6 2.2 -1.8 0.732
O 1.837 0.370 -0.880 2.8 -0.6 0.5 -0.601
O 3.856 1.332 -0.980 2.0 0.7 -0.6 -0.362
H 4.822 3.319 0.360 -0.1 -0.4 0.7 0.360
H 5.882 3.027 -0.890 0.2 0.2 -0.3 0.362
H 6.558 2.780 0.633 -0.3 -0.6 0.6 0.368
H 5.859 0.680 -0.880 -0.2 0.2 -0.5 0.241
H 4.765 0.940 1.826 -0.6 -0.3 0.1 0.254
H 5.551 -0.450 1.050 -0.4 -0.2 0.0 0.288

No. 3
46
Properties=species:S:1:pos:R:3:forces:R:3:mulliken_charge:R:1 method="wB97M-V/def2-TZVPD" smiles="COC(=O)OC.COC(=O)OC.ClC(Cl)Cl.ClC(Cl)Cl.CC#N.CC#N" fmax_ev_per_a=0.99 de_lowest_kj_mol=0.0
C 17.086 0.921 12.282 -0.5 0.1 -0.1 -0.450
O 18.392 1.475 12.321 0.2 0.3 0.0 -0.351
C 19.134 1.262 11.238 0.2 -0.6 -0.1 0.850
O 18.782 0.664 10.244 0.0 0.3 0.3 -0.559
O 20.356 1.739 11.460 -0.3 0.2 0.1 -0.355
C 21.281 1.469 10.401 -0.4 0.0 -0.3 -0.346
H 17.132 -0.166 12.319 0.0 0.0 0.0 0.130
H 16.543 1.246 11.394 0.1 -0.1 -0.1 0.299
H 16.565 1.310 13.152 0.1 -0.1 0.1 0.251
H 22.237 1.853 10.730 0.1 0.0 0.0 0.245
H 20.944 1.959 9.487 0.1 0.1 0.0 0.277
H 21.288 0.400 10.208 0.3 0.0 0.0 0.042
C 19.416 -7.038 14.268 0.0 -0.3 0.2 -0.675
O 18.243 -6.263 14.549 -0.2 0.0 -0.3 -0.275
C 17.263 -6.883 15.199 0.6 0.1 0.6 0.810
O 17.326 -7.971 15.707 0.0 -0.3 -0.2 -0.571
O 16.228 -6.054 15.268 -0.5 0.1 -0.1 -0.292
C 15.049 -6.567 15.914 0.2 0.0 -0.1 -0.658
H 20.115 -6.977 15.102 0.0 0.1 0.0 0.284
H 19.853 -6.606 13.377 0.1 0.0 0.0 0.198
H 19.153 -8.085 14.127 0.0 0.1 -0.1 0.350
H 14.885 -6.005 16.830 0.0 0.0 0.0 0.252
H 15.170 -7.622 16.139 0.0 0.0 0.0 0.346
H 14.220 -6.416 15.227 0.0 0.0 0.0 0.213
Cl 22.189 -3.243 6.862 -0.1 0.0 -0.1 -0.129
C 20.935 -2.108 7.369 0.3 0.3 -0.1 0.029
Cl 21.294 -0.481 6.766 0.0 -0.1 0.1 -0.128
Cl 20.807 -2.104 9.124 -0.1 -0.1 -0.1 -0.097
H 19.994 -2.395 6.924 -0.1 -0.2 0.1 0.292
Cl 14.913 -2.595 12.670 0.0 0.0 0.1 -0.098
C 13.675 -2.969 11.475 -0.2 0.1 0.1 0.046
Cl 14.332 -2.914 9.854 0.1 0.0 -0.3 -0.122
Cl 12.299 -1.872 11.626 0.0 0.0 0.0 -0.126
H 13.313 -3.968 11.670 0.0 -0.1 0.0 0.306
C 23.542 -4.345 10.194 0.2 -0.4 0.5 -0.209
C 24.616 -4.628 11.154 -0.4 0.1 -0.5 0.153
N 25.449 -4.864 11.900 0.3 -0.1 0.3 -0.365
H 23.563 -5.096 9.407 0.0 0.0 0.0 0.271
H 23.672 -3.358 9.761 -0.1 0.1 0.0 0.182
H 22.599 -4.424 10.736 -0.1 0.2 -0.2 -0.005
C 18.286 -3.142 11.202 -0.6 -0.3 0.8 -0.373
C 19.440 -3.854 11.730 0.2 0.1 -0.1 0.363
N 20.349 -4.417 12.147 0.0 0.0 -0.1 -0.472
H 17.664 -3.847 10.654 0.1 0.2 -0.3 0.256
H 18.558 -2.261 10.633 0.0 0.0 -0.2 0.137
H 17.670 -2.824 12.047 0.1 0.0 0.0 0.077

No. 4
43
Properties=species:S:1:pos:R:3:forces:R:3:mulliken_spin:R:1 method="wB97M-V/def2-TZVPD" fmax_ev_per_a=6.23 spin_multiplicity=2 total_charge=+2
C 1.285 1.548 -2.005 -0.1 -0.2 -0.3 0.003
C -0.229 1.455 -1.908 -0.1 -0.5 0.3 0.008
N -0.738 0.844 -0.824 0.4 0.4 0.5 0.108
C -2.096 0.883 -0.580 0.7 -0.1 -0.4 0.013
C -2.935 1.412 -1.581 -0.5 -0.1 0.3 0.189
C -2.417 1.940 -2.744 0.5 0.0 -0.5 -0.031
C -1.027 1.981 -2.918 -0.4 0.0 0.1 0.134
C -2.608 0.393 0.651 -1.3 0.3 -1.2 0.479
P -1.613 -0.283 1.920 1.8 -0.7 0.2 0.016
H -0.550 2.378 -3.812 -0.3 0.0 0.2 0.002
H -4.008 1.360 -1.424 0.1 0.1 -0.1 0.003
H -3.069 2.293 -3.543 0.1 0.0 0.3 0.002
C 1.925 -0.788 -2.246 0.1 -0.2 -0.5 0.001
C 3.310 0.669 -0.916 0.1 0.3 0.0 0.001
H -3.701 0.396 0.690 0.2 0.0 0.3 -0.006
H 1.637 2.481 -1.529 -0.1 -0.4 -0.2 0.006
H 1.534 1.580 -3.081 0.2 0.1 0.4 0.000
C -2.067 -1.992 2.276 -0.7 -0.2 0.0 0.031
C -1.797 0.607 3.477 -0.3 0.3 0.3 0.036
H -1.299 -2.404 2.944 -0.3 0.1 -0.1 0.003
H -3.052 -2.034 2.760 0.2 -0.2 -0.1 -0.001
H -2.068 -2.591 1.356 -0.1 0.2 0.3 0.003
H -1.050 0.188 4.171 -0.3 0.2 -0.1 0.001
H -1.597 1.678 3.327 -0.1 -0.4 0.1 0.000
H -2.804 0.478 3.901 0.3 0.1 0.0 0.000
H 3.962 0.884 -1.776 0.0 -0.1 0.3 0.000
H 3.307 1.537 -0.243 0.1 -0.1 -0.2 0.000
H 3.692 -0.210 -0.377 0.2 0.1 -0.2 0.000
H 2.541 -0.578 -3.133 -0.1 -0.2 0.1 0.000
H 2.332 -1.653 -1.714 0.0 0.2 -0.3 0.000
H 0.905 -1.026 -2.559 0.1 0.1 0.0 0.001
C 2.066 -1.721 2.403 3.0 -0.7 5.4 0.000
O 2.736 -2.148 3.245 -2.6 1.4 -3.5 0.000
Y 0.913 -0.389 0.634 -0.7 0.6 -0.8 -0.003
O 0.770 1.911 1.406 0.2 0.8 1.1 0.001
H 0.896 2.358 2.283 0.1 -0.6 -0.9 0.000
H 0.192 2.521 0.919 0.1 -0.2 -0.1 0.000
N 1.941 0.387 -1.358 -0.6 0.3 0.2 -0.002
O 0.592 -3.664 1.750 0.5 0.5 -1.2 0.000
Cl 0.966 -3.338 0.397 -0.8 -1.9 -1.3 0.000
O 2.263 -2.567 0.370 -1.0 -0.5 -0.4 0.000
O 1.004 -4.468 -0.473 0.1 1.7 1.1 0.000
O -0.043 -2.307 -0.137 1.0 -0.5 0.6 0.002

no.,E_tot (eV)
1,-612917.63418
2,-68980.88779
3,-103167.30547
4,-50867.55909